The following is a DFT calculation (ωB97M-V/def2-TZVPD) of a cluster of 2 separate species, C5H15N3 in total at a distorted geometry.

For the highest occupied orbital energy, the calculation gives -8.512 eV. The gap between HOMO and LUMO is 6.13 eV. The LUMO energy is -2.4 eV. The value obtained for the energy relative to the best compared isomer or geometry (same formula, charge and spin) is 811.7 kJ/mol.

Each line ends with the natural charge from an NBO analysis.
Element x y z (Å)
1 C 0.14 -1.19 0.23  -0.3275
2 N -0.34 -0.75 1.56  -0.1478
3 C -1.66 -0.32 1.27  -0.4638
4 N -2.53 0.50 -1.08  -1.0692
5 C 0.49 0.08 -0.60  -0.0562
6 C 0.53 0.06 -2.06  -0.6151
7 N 1.32 0.99 0.20  -0.6202
8 C 2.52 0.44 0.88  -0.4228
9 H 1.01 -1.89 0.32  0.2092
10 H -0.66 -1.62 -0.36  0.2142
11 H -1.96 0.16 2.17  0.2095
12 H -2.41 -0.97 0.97  0.2367
13 H -1.87 0.53 0.43  0.3469
14 H -3.22 -0.13 -1.21  0.3350
15 H -2.48 1.32 -1.69  0.3573
16 H -0.41 0.67 -0.37  0.2303
17 H -0.28 -0.44 -2.49  0.2358
18 H 0.45 1.05 -2.49  0.2326
19 H 1.51 -0.39 -2.42  0.1941
20 H 0.69 1.36 1.02  0.3473
21 H 2.12 -0.44 1.44  0.1733
22 H 3.09 1.26 1.52  0.2119
23 H 3.11 0.01 0.10  0.1883

***

The following is a DFT calculation (ωB97M-V/def2-TZVPD) of the molecule C5H15N3 at a distorted geometry.

For the highest occupied orbital energy, the calculation gives -8.516 eV. The gap between HOMO and LUMO is 9.61 eV. The LUMO energy is 1.1 eV. The value obtained for the energy relative to the best compared isomer or geometry (same formula, charge and spin) is 128.9 kJ/mol.

Each line ends with the natural charge from an NBO analysis.
Element x y z (Å)
1 N -0.70 -1.75 0.76  -0.8645
2 C -0.66 -0.48 -0.02  -0.0546
3 C 0.04 -0.67 -1.38  -0.4296
4 C 1.55 -0.49 -1.47  -0.2208
5 N 2.36 -1.39 -0.65  -0.8515
6 C 0.04 0.56 0.90  -0.2244
7 N -0.37 1.91 0.60  -0.6478
8 C -1.69 2.27 1.10  -0.4178
9 H -1.52 -2.30 0.55  0.3608
10 H 0.11 -2.35 0.66  0.3536
11 H -1.70 -0.27 -0.19  0.1963
12 H -0.39 0.06 -2.05  0.2129
13 H -0.16 -1.69 -1.73  0.1973
14 H 1.88 0.52 -1.25  0.1876
15 H 1.81 -0.71 -2.50  0.1942
16 H 2.38 -2.33 -0.99  0.3585
17 H 2.11 -1.32 0.33  0.3503
18 H -0.24 0.23 1.90  0.1840
19 H 1.09 0.47 0.80  0.1887
20 H 0.27 2.66 0.80  0.3681
21 H -1.69 3.01 1.92  0.1828
22 H -2.37 2.68 0.35  0.1859
23 H -2.16 1.39 1.55  0.1899

***

The following is a DFT calculation (ωB97M-V/def2-TZVPD) of a structure of composition C5H15N3 at a distorted geometry.

For the highest occupied orbital energy, the calculation gives -8.148 eV. The gap between HOMO and LUMO is 9.16 eV. The LUMO energy is 1.0 eV. The value obtained for the energy relative to the best compared isomer or geometry (same formula, charge and spin) is 537.8 kJ/mol.

Each line ends with the natural charge from an NBO analysis.
Element x y z (Å)
1 N -1.48 -1.03 1.45  -0.8728
2 C -0.44 -1.12 0.49  -0.0478
3 C -0.97 -0.63 -0.87  -0.4025
4 C -1.28 0.88 -1.03  -0.2163
5 N -2.39 1.28 -0.22  -0.8672
6 C 0.80 -0.29 0.83  -0.3677
7 N 1.97 -0.55 -0.25  -0.6588
8 C 3.11 0.38 -0.39  -0.4312
9 H -1.31 -1.13 2.44  0.3764
10 H -2.38 -1.40 1.19  0.3862
11 H 0.05 -2.09 0.30  0.1823
12 H -0.28 -0.87 -1.68  0.2300
13 H -1.88 -1.18 -1.12  0.1970
14 H -0.27 1.33 -0.94  0.1401
15 H -1.49 0.93 -2.10  0.1956
16 H -2.28 1.10 0.76  0.3836
17 H -2.80 2.17 -0.46  0.3654
18 H 1.23 -0.73 1.73  0.2150
19 H 0.42 0.67 1.27  0.2196
20 H 1.41 0.42 0.04  0.4291
21 H 3.67 0.11 -1.28  0.2158
22 H 3.83 0.36 0.44  0.1643
23 H 2.76 1.40 -0.59  0.1637

***

The following is a DFT calculation (ωB97M-V/def2-TZVPD) of the molecule C5H15N3 at a distorted geometry.

For the highest occupied orbital energy, the calculation gives -8.440 eV. The gap between HOMO and LUMO is 9.54 eV. The LUMO energy is 1.1 eV. The value obtained for the energy relative to the best compared isomer or geometry (same formula, charge and spin) is 236.4 kJ/mol.

Each line ends with the natural charge from an NBO analysis.
Element x y z (Å)
1 C 1.19 0.63 0.39  -0.2156
2 N 0.37 1.47 1.27  -0.6192
3 C 0.42 2.93 0.72  -0.4158
4 C 0.54 -0.78 0.06  -0.0595
5 C 1.54 -1.69 -0.74  -0.6218
6 N -0.54 -0.45 -0.81  -0.6775
7 C -1.82 -1.20 -0.77  -0.0431
8 N -2.65 -1.01 0.41  -0.8604
9 H 2.13 0.24 0.96  0.1707
10 H 1.60 0.93 -0.63  0.1791
11 H -0.55 1.18 1.25  0.3533
12 H -0.25 3.18 -0.02  0.1793
13 H 0.13 3.57 1.59  0.1921
14 H 1.44 3.16 0.42  0.1961
15 H 0.32 -1.38 0.89  0.1972
16 H 1.24 -2.72 -0.82  0.2128
17 H 2.51 -1.75 -0.19  0.2049
18 H 1.74 -1.33 -1.74  0.1967
19 H -0.24 -0.25 -1.75  0.3654
20 H -2.28 -1.11 -1.78  0.1996
21 H -1.56 -2.32 -0.59  0.1445
22 H -2.19 -1.20 1.36  0.3664
23 H -3.09 -0.10 0.52  0.3547

***

The following is a DFT calculation (ωB97M-V/def2-TZVPD) of a cluster of 2 separate species, C5H15N3 in total at a distorted geometry.

For the highest occupied orbital energy, the calculation gives -7.125 eV. The gap between HOMO and LUMO is 7.87 eV. The LUMO energy is 0.7 eV. The value obtained for the energy relative to the best compared isomer or geometry (same formula, charge and spin) is 246.8 kJ/mol.

Each line ends with the natural charge from an NBO analysis.
Element x y z (Å)
1 C -1.84 -0.17 -0.03  0.2713
2 C -1.24 0.42 1.08  -0.5705
3 N -2.40 -1.47 0.08  -0.8175
4 N -2.39 0.64 -1.05  -0.8501
5 H -0.24 -0.72 -0.92  0.3430
6 H -1.96 -2.03 0.79  0.3756
7 H -2.39 -1.97 -0.81  0.3619
8 H -3.08 1.30 -0.71  0.3814
9 H -2.77 0.13 -1.84  0.3667
10 H 0.31 0.41 0.71  0.2028
11 H -1.24 -0.11 2.02  0.2141
12 H -1.37 1.49 1.20  0.2215
13 C 2.16 1.41 -0.17  -0.6172
14 C 2.07 -0.99 0.69  -0.6140
15 C 1.35 0.14 -0.03  -0.0489
16 N 0.73 -0.30 -1.22  -0.8048
17 H 0.41 0.48 -1.77  0.3601
18 H 3.04 1.23 -0.80  0.2016
19 H 1.57 2.19 -0.63  0.2041
20 H 1.41 -1.85 0.82  0.2002
21 H 2.93 -1.32 0.11  0.2042
22 H 2.42 -0.66 1.67  0.2031
23 H 2.52 1.75 0.80  0.2114

***

The following is a DFT calculation (ωB97M-V/def2-TZVPD) of a cluster of 2 separate species, C5H15N3O in total at a distorted geometry.

For the highest occupied orbital energy, the calculation gives -8.639 eV. The gap between HOMO and LUMO is 9.54 eV. The LUMO energy is 0.9 eV. The value obtained for the energy relative to the best compared isomer or geometry (same formula, charge and spin) is 75.1 kJ/mol.

Each line ends with the natural charge from an NBO analysis.
Element x y z (Å)
1 C 1.01 1.64 1.25  -0.2146
2 C -0.49 1.49 1.45  -0.6577
3 N 1.60 0.37 0.78  -0.8298
4 H 2.56 0.50 0.47  0.3699
5 H 1.59 -0.32 1.52  0.3586
6 H 1.21 2.39 0.48  0.1769
7 H 1.48 1.99 2.19  0.1703
8 H -0.90 0.82 0.64  0.2501
9 H -0.98 2.47 1.45  0.2090
10 H -0.71 0.99 2.39  0.2003
11 C -0.61 -1.98 0.39  -0.4051
12 C -1.75 -0.82 -1.40  -0.4044
13 N -0.61 -0.83 -0.50  -0.5229
14 C 0.66 -0.62 -1.14  0.8556
15 N 0.69 0.56 -1.87  -0.8617
16 O 1.49 -1.49 -1.27  -0.6602
17 H 0.15 1.32 -1.50  0.3855
18 H 1.59 0.75 -2.28  0.3973
19 H -1.63 -2.13 0.76  0.1967
20 H 0.05 -1.78 1.23  0.1958
21 H -0.27 -2.89 -0.11  0.2024
22 H -2.67 -0.77 -0.82  0.1958
23 H -1.77 -1.71 -2.04  0.1810
24 H -1.70 0.06 -2.05  0.2113

***

The following is a DFT calculation (ωB97M-V/def2-TZVPD) of a cluster of 2 separate species, C5H15N3O in total at a distorted geometry.

For the highest occupied orbital energy, the calculation gives -8.288 eV. The gap between HOMO and LUMO is 9.22 eV. The LUMO energy is 0.9 eV. The value obtained for the energy relative to the best compared isomer or geometry (same formula, charge and spin) is 308.6 kJ/mol.

Each line ends with the natural charge from an NBO analysis.
Element x y z (Å)
1 C -0.02 0.19 1.83  0.2631
2 C 1.10 -1.90 0.95  -0.4217
3 N -0.11 -1.07 1.00  -0.6434
4 N -1.21 -0.06 2.57  -1.0269
5 N 0.02 1.40 0.99  -0.8763
6 H -0.40 -0.85 0.05  0.3976
7 H 0.91 0.15 2.41  0.1444
8 H -1.76 0.63 3.07  0.3848
9 H -1.11 -1.21 2.04  0.4649
10 H 0.48 2.15 1.50  0.3779
11 H -0.95 1.69 0.85  0.3766
12 H 1.35 -2.21 1.96  0.1982
13 H 1.94 -1.35 0.52  0.2022
14 H 0.90 -2.78 0.34  0.2073
15 C -1.26 1.00 -2.04  -0.6533
16 C 1.05 -0.04 -2.11  0.1491
17 C -0.23 0.03 -2.51  -0.3419
18 O 1.67 0.68 -1.15  -0.7329
19 H 1.03 1.09 -0.51  0.5070
20 H 1.74 -0.70 -2.61  0.1766
21 H -0.50 -0.62 -3.33  0.2091
22 H -1.86 1.35 -2.89  0.2207
23 H -0.81 1.89 -1.59  0.2095
24 H -1.96 0.56 -1.32  0.2074

***

The following is a DFT calculation (ωB97M-V/def2-TZVPD) of a structure of composition C5H15N3O at a distorted geometry.

For the highest occupied orbital energy, the calculation gives -7.005 eV. The gap between HOMO and LUMO is 7.64 eV. The LUMO energy is 0.6 eV. The value obtained for the energy relative to the best compared isomer or geometry (same formula, charge and spin) is 529.4 kJ/mol.

Each line ends with the natural charge from an NBO analysis.
Element x y z (Å)
1 C 1.46 0.35 -0.11  0.5173
2 C 1.16 0.14 -1.57  -0.6825
3 C 1.61 -0.81 0.71  -0.8714
4 N -0.05 1.34 0.58  -0.7091
5 O 2.37 1.41 0.04  -0.7352
6 H 2.94 1.20 0.79  0.4873
7 H 0.19 2.21 0.12  0.4066
8 H 0.18 1.41 1.57  0.4021
9 H 2.10 -0.64 1.68  0.1923
10 H 0.21 -0.38 -1.69  0.2302
11 H 1.95 -0.47 -2.01  0.2412
12 H 1.14 1.09 -2.10  0.2173
13 H 1.97 -1.69 0.19  0.2322
14 H 0.10 -1.17 1.09  0.3771
15 N -1.09 -1.38 1.18  -0.7713
16 N -1.66 -2.04 0.06  -0.6758
17 C -1.45 1.02 0.42  0.0359
18 C -2.07 1.03 -0.76  -0.5176
19 H -1.37 -1.87 2.02  0.3399
20 H -0.91 -2.44 -0.52  0.3208
21 H -2.12 -1.34 -0.53  0.3300
22 H -2.00 1.00 1.35  0.2155
23 H -3.14 0.89 -0.81  0.2182
24 H -1.54 1.12 -1.70  0.1989

***

The following is a DFT calculation (ωB97M-V/def2-TZVPD) of a cluster of 5 separate species, C5H15N5O10 in total at a distorted geometry.

For the highest occupied orbital energy, the calculation gives -10.993 eV. The gap between HOMO and LUMO is 10.30 eV. The LUMO energy is -0.7 eV. The value obtained for the energy relative to the best compared isomer or geometry (same formula, charge and spin) is 112.7 kJ/mol.

Each line ends with the natural charge from an NBO analysis.
Element x y z (Å)
1 C -20.54 -2.47 -4.76  -0.4937
2 N -21.76 -1.60 -4.51  0.5305
3 O -22.56 -1.88 -3.61  -0.3850
4 O -21.96 -0.76 -5.33  -0.3546
5 H -20.52 -2.70 -5.83  0.2293
6 H -20.59 -3.40 -4.21  0.2261
7 H -19.64 -1.94 -4.45  0.2447
8 C -16.94 0.00 -5.28  -0.4926
9 N -17.41 1.27 -4.58  0.5092
10 O -18.45 1.86 -4.96  -0.3658
11 O -16.62 1.71 -3.72  -0.3602
12 H -16.21 0.27 -6.04  0.2332
13 H -17.70 -0.49 -5.89  0.2245
14 H -16.48 -0.73 -4.61  0.2488
15 C -16.54 -4.53 -2.20  -0.4834
16 N -17.08 -3.15 -2.64  0.5203
17 O -17.26 -2.29 -1.77  -0.3267
18 O -17.30 -2.93 -3.87  -0.4465
19 H -16.89 -5.38 -2.79  0.2546
20 H -16.88 -4.58 -1.17  0.2389
21 H -15.46 -4.44 -2.21  0.2453
22 C -16.84 -4.93 -6.36  -0.4866
23 N -17.03 -6.29 -5.94  0.5281
24 O -16.69 -6.55 -4.80  -0.3950
25 O -17.53 -7.06 -6.75  -0.3638
26 H -16.30 -4.94 -7.31  0.2389
27 H -16.19 -4.44 -5.63  0.2389
28 H -17.82 -4.45 -6.29  0.2416
29 C -14.85 -4.52 2.75  -0.4874
30 N -14.37 -3.96 1.51  0.5203
31 O -13.14 -4.05 1.35  -0.3799
32 O -15.17 -3.50 0.71  -0.3800
33 H -15.75 -5.06 2.45  0.2392
34 H -15.17 -3.70 3.39  0.2422
35 H -14.00 -5.02 3.21  0.2463

***

The following is a DFT calculation (ωB97M-V/def2-TZVPD) of the ion C5H15N5S with charge +2 at a distorted geometry.

For the highest occupied orbital energy (alpha / beta), the calculation gives -16.810 / -16.811 eV. The gap between HOMO and LUMO (alpha / beta) is 8.21 / 8.21 eV. The LUMO energy (alpha / beta) is -8.6 / -8.6 eV. The net charge is +2. The value obtained for the energy relative to the best compared isomer or geometry (same formula, charge and spin) is 0.0 kJ/mol.

Each line ends with the natural charge from an NBO analysis.
Element x y z (Å)
1 C 3.84 0.60 0.67  0.1710
2 C -2.63 0.70 0.24  -0.4266
3 C -1.64 -1.47 0.67  -0.4341
4 C 0.84 -0.51 -0.86  -0.3289
5 C -0.56 0.10 -0.91  -0.2265
6 N 3.72 1.79 0.25  -0.1074
7 N 2.82 -0.30 0.34  -0.1767
8 N 1.72 0.24 -0.01  -0.1519
9 N 2.61 2.23 -0.28  -0.4756
10 N -1.36 -0.06 0.34  -0.3354
11 S 3.31 -1.92 -0.16  0.2843
12 H 4.74 0.25 1.13  0.2519
13 H -3.29 0.23 -0.49  0.2486
14 H -3.13 0.71 1.20  0.2552
15 H -2.45 1.73 -0.07  0.2427
16 H -2.32 -1.52 1.52  0.2604
17 H -2.12 -1.97 -0.17  0.2472
18 H -0.73 -2.00 0.93  0.2323
19 H 0.82 -1.57 -0.56  0.2447
20 H 1.23 -0.50 -1.88  0.2791
21 H -1.12 -0.37 -1.72  0.2593
22 H -0.48 1.16 -1.13  0.2411
23 H 1.77 2.27 0.28  0.4128
24 H 2.77 3.05 -0.87  0.4226
25 H -0.82 0.34 1.12  0.4368
26 H 4.34 -1.99 0.68  0.1732